1.
Molecular formula: C9H14
Method: DFT, the ωB97M-V functional and the def2-TZVPD basis

- LUMO level (eV) = 0.98
- HOMO-LUMO gap (eV) = 9.63
- SMILES string = Cc1ccccc1.CC
- HOMO level (Ha) = -0.3179

Cartesian coordinates (Å):
C (-1.0747, -2.0978, 0.5624)
C (-2.5830, -0.3723, -0.3455)
C (-1.8166, 0.7067, 0.0770)
C (-0.3838, -0.9153, 1.1039)
C (0.7193, -1.0042, 2.1330)
C (-2.2025, -1.6984, -0.0484)
C (2.0892, 0.9329, -2.0108)
C (-0.7109, 0.4130, 0.7975)
C (1.4954, 1.8534, -1.0407)
H (2.5322, 0.0855, -1.7695)
H (0.3716, -1.4777, 3.0872)
H (2.9305, 1.3441, -2.6052)
H (-3.3242, -0.3474, -1.1004)
H (-2.1607, 1.6348, -0.1375)
H (0.5401, 2.3318, -1.1959)
H (1.5524, -1.6321, 1.9354)
H (-2.8605, -2.4073, -0.5358)
H (2.1140, 2.8021, -0.8001)
H (1.0992, -0.0473, 2.5206)
H (-0.1959, 1.2107, 1.2398)
H (1.1355, 0.5014, -2.5142)
H (1.4848, 1.2948, -0.0652)
H (-0.7513, -3.1114, 0.7125)

2.
Molecular formula: C9H14
Method: DFT, the ωB97M-V functional and the def2-TZVPD basis

- LUMO level (eV) = 1.02
- HOMO-LUMO gap (eV) = 10.09
- SMILES string = Cc1ccccc1.CC
- HOMO level (Ha) = -0.3334

Cartesian coordinates (Å):
C (-0.2511, -1.8536, 0.7085)
C (3.0704, 0.8321, 0.4656)
C (-0.0859, -0.8906, 1.6957)
C (1.8833, -0.0725, 0.5841)
C (0.9546, 0.0203, 1.6080)
C (-3.1126, 0.6866, -1.5128)
C (0.6795, -1.9703, -0.3089)
C (1.7318, -1.0733, -0.3784)
C (-1.9474, 1.3289, -0.7548)
H (-3.2492, 1.1819, -2.4847)
H (0.6232, -2.7499, -1.0613)
H (-1.2537, 1.8929, -1.3709)
H (-4.0663, 0.7171, -0.9963)
H (-0.8502, -0.8929, 2.4649)
H (-2.8431, -0.3164, -1.8512)
H (1.0902, 0.7698, 2.3783)
H (2.4409, -1.1498, -1.1968)
H (3.0323, 1.4764, -0.4166)
H (4.0168, 0.2954, 0.5409)
H (-1.4686, 0.5931, -0.1138)
H (3.1060, 1.6113, 1.2305)
H (-2.3417, 2.0000, 0.0201)
H (-1.1592, -2.4364, 0.7500)

3.
Molecular formula: C9H14
Method: DFT, the ωB97M-V functional and the def2-TZVPD basis

- LUMO level (eV) = 0.93
- HOMO-LUMO gap (eV) = 9.88
- SMILES string = Cc1ccccc1.CC
- HOMO level (Ha) = -0.3286

Cartesian coordinates (Å):
C (0.2383, -2.8497, -0.1337)
C (1.6374, -2.5974, -0.1619)
C (2.0370, -1.2762, -0.3939)
C (-0.1099, -0.6813, -1.1824)
C (1.2119, -0.4268, -1.1575)
C (-1.5059, 2.0221, 1.1950)
C (1.7538, 0.6725, -2.0099)
C (-0.6289, -1.9229, -0.6274)
C (-2.1982, 2.2649, 2.5109)
H (-3.3093, 2.2073, 2.2772)
H (3.0643, -1.0058, 0.0356)
H (2.4237, -3.2727, 0.0220)
H (2.7988, 0.2444, -2.1518)
H (0.1055, -4.0003, 0.0527)
H (-2.0425, 3.0831, 3.0310)
H (-0.8791, 0.1662, -1.5308)
H (-1.8451, -2.0082, -0.6219)
H (1.1828, 0.4769, -2.9450)
H (-0.4819, 2.3528, 1.0553)
H (-2.1726, 2.5591, 0.5600)
H (-1.4138, 0.9490, 0.9245)
H (-1.8755, 1.3536, 3.1458)
H (2.0092, 1.6896, -1.8937)

4.
Molecular formula: C9H14
Method: DFT, the ωB97M-V functional and the def2-TZVPD basis

- LUMO level (eV) = 1.02
- HOMO-LUMO gap (eV) = 9.92
- SMILES string = Cc1ccccc1.CC
- HOMO level (Ha) = -0.3270

Cartesian coordinates (Å):
C (1.0703, 0.6991, -2.8291)
C (1.5055, 0.6617, 2.5527)
C (-0.0997, 0.3159, -1.9026)
C (-2.3982, -0.2956, -1.5847)
C (0.1876, -0.0879, -0.6637)
C (-1.3976, 0.2860, -2.3788)
C (-2.1749, -0.7152, -0.2477)
C (-0.8558, -0.3921, 0.2468)
C (0.7880, -0.6408, 3.0751)
H (1.0228, 1.0310, 1.6708)
H (0.6724, 1.5852, -3.3903)
H (0.9631, -0.9469, 4.1620)
H (1.0831, -0.3711, -0.1822)
H (-0.2824, -0.7473, 3.0863)
H (-0.6856, -0.4146, 1.2711)
H (-2.8711, -1.1348, 0.3099)
H (2.3920, 0.4848, 2.0803)
H (1.2042, -1.4824, 2.5810)
H (-1.7358, 0.6362, -3.3930)
H (1.5960, 1.2732, 3.3721)
H (-3.3561, -0.5069, -2.0711)
H (1.3861, -0.0635, -3.5142)
H (1.9860, 0.8262, -2.2506)

Which structure loses on stability? 3 does.

1.
Molecular formula: C9H14
Method: DFT, the ωB97M-V functional and the def2-TZVPD basis

- LUMO level (eV) = 0.96
- HOMO-LUMO gap (eV) = 9.81
- SMILES string = Cc1ccccc1.CC
- HOMO level (Ha) = -0.3254

Cartesian coordinates (Å):
C (-1.7991, -0.3465, -2.4506)
C (-0.5567, -1.6209, 0.9146)
C (-1.0353, -1.0400, -1.3874)
C (0.8721, -2.4863, -0.7129)
C (-1.4697, -1.0455, -0.0900)
C (0.1819, -1.7988, -1.7392)
C (1.0289, 3.1361, 2.1303)
C (1.2337, 1.8425, 1.2342)
C (0.5821, -2.3405, 0.6183)
H (-2.2926, -0.3306, 0.3099)
H (1.7717, 3.8714, 1.9745)
H (1.1048, -2.5741, 1.5464)
H (-1.5505, -0.5302, -3.6325)
H (-1.4804, 0.7781, -2.3028)
H (-2.8902, -0.2347, -2.3828)
H (0.5708, -1.5170, -2.6026)
H (0.4366, 1.7760, 0.4477)
H (-0.8921, -1.6726, 1.9521)
H (0.9290, 2.8790, 3.2121)
H (1.1558, 0.9487, 1.7766)
H (2.1572, 1.7539, 0.6645)
H (1.7719, -3.0842, -1.1380)
H (0.1699, 3.6365, 1.6578)

2.
Molecular formula: C9H14
Method: DFT, the ωB97M-V functional and the def2-TZVPD basis

- LUMO level (eV) = 1.05
- HOMO-LUMO gap (eV) = 10.10
- SMILES string = Cc1ccccc1.CC
- HOMO level (Ha) = -0.3328

Cartesian coordinates (Å):
C (1.6970, -1.0604, -0.1961)
C (1.9782, -0.4256, 2.0878)
C (1.1129, 0.6461, 1.9354)
C (-2.8118, 0.6046, -0.1409)
C (-2.9803, 1.7197, -1.1814)
C (2.3357, -1.2355, 1.0326)
C (2.0204, -1.9627, -1.3654)
C (0.7919, -0.0229, -0.3453)
C (0.5030, 0.8371, 0.7084)
H (0.4554, 0.3082, -1.3252)
H (2.9307, -1.6255, -1.8654)
H (2.1931, -2.9590, -0.9669)
H (3.0363, -2.0598, 1.1024)
H (-2.7767, 1.3542, -2.1866)
H (2.3723, -0.6219, 3.0777)
H (-3.6223, -0.1263, -0.2051)
H (-4.0375, 1.9774, -1.2278)
H (-2.8875, 1.0481, 0.8480)
H (-2.4134, 2.5942, -0.8823)
H (0.8899, 1.3024, 2.7665)
H (-0.1375, 1.7047, 0.6102)
H (-1.8730, 0.0626, -0.1837)
H (1.2234, -2.0598, -2.0969)

Which structure loses on stability? 1 does.

1.
Molecular formula: C9H14
Method: DFT, the ωB97M-V functional and the def2-TZVPD basis

- LUMO level (eV) = 0.97
- HOMO-LUMO gap (eV) = 9.81
- SMILES string = Cc1ccccc1.CC
- HOMO level (Ha) = -0.3246

Cartesian coordinates (Å):
C (0.8316, -0.7321, -1.1961)
C (0.8011, -2.3591, 0.5450)
C (1.4825, -1.6476, -0.4098)
C (-1.4757, 1.5011, 1.4016)
C (-1.2051, -1.2802, -0.2066)
C (1.5862, 0.2980, -1.9913)
C (-0.5642, -2.0602, 0.7775)
C (-0.3506, 2.4211, 1.1130)
C (-0.5456, -0.6714, -1.2720)
H (-2.3282, -1.2973, -0.0751)
H (-1.1347, -2.2835, 1.6576)
H (-0.9675, -0.1762, -2.1282)
H (-2.0458, 1.0187, 0.6599)
H (-2.0163, 1.7512, 2.2135)
H (2.5464, -1.8431, -0.7418)
H (1.8765, -0.1174, -2.9871)
H (0.8965, 1.1236, -2.0787)
H (-1.0527, 0.6044, 1.8037)
H (0.6739, 2.0844, 1.5423)
H (-0.6160, 3.3587, 1.7425)
H (-0.2013, 2.6611, 0.1119)
H (2.4389, 0.6860, -1.6399)
H (1.3702, -3.0402, 1.1580)

2.
Molecular formula: C9H14
Method: DFT, the ωB97M-V functional and the def2-TZVPD basis

- LUMO level (eV) = 0.96
- HOMO-LUMO gap (eV) = 9.92
- SMILES string = Cc1ccccc1.CC
- HOMO level (Ha) = -0.3291

Cartesian coordinates (Å):
C (1.1343, 1.4065, 0.0068)
C (-2.1857, 0.6915, 1.4945)
C (0.7506, -2.9695, -0.1601)
C (-1.4980, 1.1977, -0.9124)
C (0.1207, 0.9863, 0.8467)
C (-1.1757, 0.9086, 0.4435)
C (-0.4040, 1.1054, -1.7721)
C (0.9261, 1.2979, -1.3526)
C (1.9944, -2.9515, 0.7780)
H (2.1412, 1.6113, 0.3457)
H (1.7985, -2.6021, 1.8454)
H (1.8677, 1.5002, -1.8500)
H (0.4600, -4.1167, -0.1016)
H (0.0068, -2.4239, 0.3206)
H (0.7832, -2.6007, -1.1125)
H (-3.1367, 1.1160, 1.1190)
H (-2.5216, 1.2377, -1.2968)
H (2.4854, -3.9282, 0.8383)
H (2.8996, -2.3413, 0.3514)
H (-2.0063, 1.0015, 2.5577)
H (-2.4074, -0.3416, 1.6122)
H (-0.5977, 1.0193, -2.7988)
H (0.2517, 0.8309, 1.9360)

Which structure loses on stability? 1 does.